Record 1
This record from the Open Molecules 2025 dataset describes 8 unconnected molecules or ions with the total composition C53H65Br2ClF2N10OPSi. The level of theory is wB97M-V/def2-TZVPD.

Atoms and positions in Å:
C1 -1.063 -3.368 -0.977
C2 -0.328 -2.050 -0.629
C3 -1.322 -0.954 -0.143
N1 -0.941 -0.371 1.173
C4 -1.198 0.989 1.340
N2 -0.057 1.811 1.425
N3 -2.392 1.516 1.407
C5 -3.598 0.676 1.380
Br1 -4.592 0.941 -0.285
C6 -4.495 0.865 2.638
C7 -3.760 0.566 3.962
Br2 -5.891 -0.528 2.450
C8 -2.516 3.006 1.507
F1 -1.937 3.576 0.440
F2 -3.823 3.337 1.381
C9 -2.046 3.579 2.842
C10 -2.684 4.921 3.249
Si1 -2.537 6.442 2.128
C11 -4.075 6.499 1.013
C12 -2.693 7.971 3.246
C13 -0.984 6.666 1.101
C14 -0.928 7.830 0.345
C15 0.123 8.124 -0.482
C16 1.190 7.249 -0.597
C17 1.163 6.104 0.154
C18 0.106 5.816 0.982
P1 -1.135 -1.399 2.570
O1 -0.346 -2.780 2.264
Cl1 0.100 -0.462 3.968
H1 -1.301 -3.299 -2.043
H2 -0.418 -4.243 -0.867
H3 -1.984 -3.517 -0.403
H4 0.182 -1.726 -1.542
H5 0.464 -2.223 0.103
H6 -1.283 -0.159 -0.893
H7 -2.313 -1.428 -0.136
H8 0.560 1.484 0.685
H9 0.384 1.621 2.328
H10 -3.360 -0.382 1.364
H11 -5.043 1.803 2.628
H12 -4.021 1.374 4.658
H13 -4.132 -0.342 4.431
H14 -2.673 0.571 3.883
H15 -2.358 2.833 3.590
H16 -0.959 3.595 2.933
H17 -3.750 4.739 3.432
H18 -2.276 5.176 4.236
H19 -4.096 7.504 0.579
H20 -4.088 5.716 0.254
H21 -4.942 6.436 1.684
H22 -1.676 8.184 3.598
H23 -3.266 7.691 4.139
H24 -3.144 8.817 2.727
H25 -1.747 8.547 0.403
H26 0.086 9.046 -1.055
H27 1.994 7.494 -1.281
H28 2.010 5.427 0.073
H29 0.117 4.881 1.535
H30 -1.040 -3.423 2.043
N4 1.516 -3.026 -3.898
C19 1.584 -3.333 -5.195
C20 2.227 -4.457 -5.688
C21 2.838 -5.312 -4.786
C22 2.782 -5.012 -3.433
C23 2.111 -3.864 -3.045
H31 1.094 -2.636 -5.866
H32 2.247 -4.657 -6.749
H33 3.351 -6.199 -5.134
H34 3.248 -5.652 -2.695
H35 2.040 -3.587 -1.997
N5 -6.658 9.052 4.837
C24 -6.986 9.155 6.124
C25 -6.396 10.053 7.001
C26 -5.404 10.889 6.514
C27 -5.047 10.796 5.179
C28 -5.704 9.866 4.388
H36 -7.765 8.480 6.462
H37 -6.705 10.095 8.036
H38 -4.917 11.604 7.165
H39 -4.278 11.430 4.759
H40 -5.462 9.759 3.336
N6 4.124 -3.839 -0.144
C29 4.961 -3.273 -1.016
C30 6.264 -2.914 -0.712
C31 6.728 -3.151 0.572
C32 5.876 -3.736 1.494
C33 4.590 -4.061 1.085
H41 4.556 -3.101 -2.007
H42 6.897 -2.461 -1.463
H43 7.741 -2.885 0.850
H44 6.198 -3.938 2.506
H45 3.890 -4.525 1.772
N7 8.024 -6.175 -2.552
C34 8.028 -5.773 -1.280
C35 8.779 -6.372 -0.282
C36 9.573 -7.457 -0.620
C37 9.583 -7.893 -1.935
C38 8.797 -7.220 -2.857
H46 7.389 -4.927 -1.067
H47 8.742 -6.000 0.733
H48 10.174 -7.955 0.130
H49 10.188 -8.736 -2.240
H50 8.778 -7.526 -3.898
N8 -7.796 2.295 6.015
C39 -7.840 2.746 7.268
C40 -7.172 2.147 8.326
C41 -6.419 1.014 8.070
C42 -6.362 0.528 6.773
C43 -7.066 1.205 5.788
H51 -8.444 3.633 7.423
H52 -7.242 2.559 9.324
H53 -5.884 0.516 8.869
H54 -5.787 -0.356 6.531
H55 -7.050 0.864 4.758
N9 5.817 -5.462 -7.095
C44 6.604 -4.891 -8.008
C45 7.921 -4.526 -7.769
C46 8.451 -4.764 -6.510
C47 7.649 -5.354 -5.546
C48 6.348 -5.682 -5.892
H56 6.147 -4.722 -8.977
H57 8.514 -4.069 -8.550
H58 9.475 -4.492 -6.284
H59 8.011 -5.561 -4.543
H60 5.687 -6.148 -5.169
N10 -0.290 -5.420 -7.699
C49 -0.351 -5.853 -8.958
C50 -1.363 -6.666 -9.445
C51 -2.368 -7.055 -8.574
C52 -2.321 -6.617 -7.261
C53 -1.266 -5.804 -6.877
H61 0.458 -5.527 -9.603
H62 -1.362 -6.985 -10.478
H63 -3.175 -7.690 -8.915
H64 -3.085 -6.898 -6.550
H65 -1.190 -5.434 -5.860

Values from the calculation:
LUMO level	-4.17	eV
total charge	+1
gap between HOMO and LUMO	6.390	eV
HOMO	-10.56	eV

---

Record 2
This record from the Open Molecules 2025 dataset describes 2 unconnected molecules or ions with the total composition C5H13BrN3. The level of theory is wB97M-V/def2-TZVPD.

Atoms and positions in Å:
C1 -0.542 -0.510 -1.477
C2 -1.587 -1.359 -0.731
C3 -0.515 -0.916 1.398
C4 -0.123 0.360 0.701
C5 0.323 1.515 1.483
N1 -0.160 0.485 -0.619
N2 0.278 1.635 -1.228
N3 -1.095 -1.960 0.500
Br1 3.214 0.063 -0.632
H1 0.359 -1.204 -1.752
H2 -0.980 -0.164 -2.425
H3 -2.295 -0.580 -0.355
H4 -1.915 -2.093 -1.396
H5 0.368 -1.286 1.887
H6 -1.161 -0.653 2.146
H7 0.613 1.401 2.547
H8 -0.381 2.332 1.285
H9 1.295 1.769 0.942
H10 0.314 2.599 -0.795
H11 0.180 1.656 -2.246
H12 -0.314 -2.598 0.488
H13 4.125 -0.492 0.277

Values from the calculation:
LUMO level	-3.62	eV
total charge	+1
gap between HOMO and LUMO	9.713	eV
HOMO	-13.34	eV

---

Record 3
This record from the Open Molecules 2025 dataset describes a gas-phase ion, C7H12N3O2S (charge +1). The level of theory is wB97M-V/def2-TZVPD.

Atoms and positions in Å:
C1 0.927 -1.884 -0.100
C2 0.523 -0.051 1.121
C3 -2.502 0.234 -0.396
C4 -0.380 -1.325 -0.653
C5 1.704 -3.040 -0.644
C6 1.593 1.289 -0.732
C7 0.077 2.113 0.989
N1 1.282 -1.198 0.863
N2 -3.441 0.656 0.443
N3 0.728 1.034 0.384
O1 -0.348 -0.048 1.961
O2 -2.141 0.630 -1.452
S1 -1.698 -1.290 0.313
H1 -0.276 -0.601 -1.438
H2 2.306 -3.591 0.115
H3 2.343 -2.482 -1.373
H4 0.960 -3.667 -1.164
H5 1.094 1.578 -1.760
H6 2.374 2.014 -0.492
H7 2.172 0.416 -1.015
H8 0.674 2.529 1.917
H9 0.270 2.967 0.363
H10 -0.949 1.923 1.192
H11 -3.736 1.562 0.225
H12 -3.555 0.233 1.333

Values from the calculation:
LUMO level (alpha / beta)	-2.80 / -8.21	eV
total charge	+1
gap between HOMO and LUMO (alpha / beta)	9.169 / 5.629	eV
spin multiplicity	3
expectation value of S²	2.01
HOMO (alpha / beta)	-11.96 / -13.84	eV

---

Record 4
This record from the Open Molecules 2025 dataset describes a single H4NOPS molecule. The level of theory is wB97M-V/def2-TZVPD.

Atoms and positions in Å:
N1 0.642 -0.619 0.695
O1 0.130 1.362 -0.569
P1 -0.534 0.672 0.762
S1 -2.338 -0.181 -0.050
H1 0.414 -1.557 1.200
H2 0.955 -0.760 -0.191
H3 0.929 1.912 -0.282
H4 -1.765 0.076 -1.386

Values from the calculation:
LUMO level (alpha / beta)	0.76 / -2.82	eV
gap between HOMO and LUMO (alpha / beta)	5.491 / 6.720	eV
spin multiplicity	3
expectation value of S²	2.01
HOMO (alpha / beta)	-4.73 / -9.54	eV

---

| no. | F_max (eV/Å) |
| --- | --- |
| 1 | 2.0 |
| 2 | 5.0 |
| 3 | 5.0 |
| 4 | 5.5 |